--- P ---
{"formula": "C8H10N2", "method": "wB97M-V/def2-TZVPD", "species": ["C", "C", "C", "C", "C", "C", "C", "C", "N", "N", "H", "H", "H", "H", "H", "H", "H", "H", "H", "H"], "xyz": [[0.11925, -1.59962, 0.07634], [-1.29012, -1.66959, -0.12147], [0.51056, -0.27680, 0.22014], [-1.73963, -0.36397, -0.08631], [2.91616, -0.61817, 0.39744], [1.77282, 0.30518, 0.26395], [-3.17277, 0.07283, -0.03865], [1.82488, 1.70842, -0.20083], [3.38072, -0.80263, -0.73558], [-0.67200, 0.45881, 0.03517], [0.81595, -2.39039, 0.14293], [-1.92820, -2.53606, -0.15838], [3.39193, -0.94790, 1.39204], [-3.70366, -0.35731, -0.82131], [-3.60349, -0.09741, 0.89481], [-3.29580, 1.16385, -0.27248], [1.30569, 2.50518, 0.33878], [1.32561, 1.86499, -1.13937], [2.85197, 2.11466, -0.32590], [-0.80987, 1.46590, 0.13868]], "lumo_energy_ev": [0.18, -0.12], "e_homo_ev": [-6.8, -8.5]}


--- Q ---
{"formula": "C8H10N2", "method": "wB97M-V/def2-TZVPD", "species": ["C", "C", "C", "C", "C", "C", "C", "C", "N", "N", "H", "H", "H", "H", "H", "H", "H", "H", "H", "H"], "xyz": [[-3.22515, -0.63872, -0.22652], [-1.92234, -1.13977, -0.61602], [-3.25675, 0.61219, 0.32686], [0.26168, 0.93594, -0.14362], [-0.96711, 1.30501, 0.17819], [0.42797, -0.59552, -0.08703], [1.33908, 1.90231, -0.44514], [1.35806, -1.15187, 0.93816], [-2.14682, 1.43249, 0.65043], [-0.97617, -0.96958, 0.22056], [-4.13116, -1.15102, -0.47031], [-1.95677, -1.58808, -1.60850], [-4.17452, 0.99368, 0.67603], [0.71534, -0.80182, -1.06723], [2.27917, 1.39655, -0.84554], [1.56621, 2.50688, 0.41716], [0.90038, 2.65594, -1.22271], [0.90139, -0.86874, 1.96080], [2.45903, -0.98645, 0.78470], [1.41164, -2.30839, 0.78469]], "lumo_energy_ev": 0.10, "smiles": "CC1=C=N/C=C\\C=N\\[C@@H]1C", "e_homo_ev": -7.6}


Of them, the most stable is P and the least stable is Q.


--- P ---
{"formula": "C8H10N2", "method": "wB97M-V/def2-TZVPD", "species": ["C", "C", "C", "C", "C", "C", "C", "C", "N", "N", "H", "H", "H", "H", "H", "H", "H", "H", "H", "H"], "xyz": [[-2.82811, -0.99584, -0.01554], [-1.48396, -0.62196, 0.13747], [-1.46767, 0.71151, -0.23318], [-0.18480, -1.22537, 0.50253], [0.66110, 1.24433, 0.26952], [0.92201, -0.19078, 0.69379], [1.55271, 0.35288, -0.51243], [3.10846, 0.70963, -0.45673], [-2.60861, 1.19051, -0.54902], [-3.44664, 0.17205, -0.30010], [-3.49377, -1.86626, 0.03443], [-0.48618, -1.71230, 1.50740], [0.18780, -2.07778, -0.10886], [1.12945, 2.13856, 0.67439], [1.47901, -0.45238, 1.58183], [1.33504, -0.09843, -1.51228], [3.09564, 1.78565, 0.00863], [3.42908, 0.67765, -1.43178], [3.54225, -0.02045, 0.20350], [-4.44280, 0.27879, -0.49356]], "lumo_energy_ev": 0.73, "e_homo_ev": -8.8}


--- Q ---
{"formula": "C8H10N2", "method": "wB97M-V/def2-TZVPD", "species": ["C", "C", "C", "C", "C", "C", "C", "C", "N", "N", "H", "H", "H", "H", "H", "H", "H", "H", "H", "H"], "xyz": [[1.13725, -0.58311, 0.58118], [-0.05389, 0.19984, 0.27811], [0.22374, 1.53164, 0.15000], [-0.19557, 2.72859, 0.31404], [-3.67400, -0.83987, -0.20488], [-1.27489, -0.49165, 0.00917], [-2.59845, -0.02929, -0.21503], [3.18070, -1.24134, -0.33891], [2.64128, 0.99364, -0.24698], [2.29260, -0.15832, 0.12192], [1.19150, -1.57453, 1.11339], [0.51360, 3.68449, 0.05813], [-1.12525, 2.95124, 0.87688], [-4.64275, -0.39543, -0.37400], [-3.62572, -1.88573, -0.13005], [-1.28034, -1.57372, 0.10650], [-2.82061, 1.01621, -0.32387], [3.10049, -2.21909, -0.01094], [4.18603, -0.88002, -0.39860], [2.82428, -1.23356, -1.36605]], "lumo_energy_ev": [-0.33, -0.44], "e_homo_ev": [-7.1, -7.6]}


Of them, the most stable is P and the least stable is Q.


--- P ---
{"formula": "C15H15NO3", "method": "wB97M-V/def2-TZVPD", "species": ["C", "C", "C", "C", "C", "N", "C", "O", "C", "C", "C", "C", "C", "O", "C", "C", "C", "C", "O", "H", "H", "H", "H", "H", "H", "H", "H", "H", "H", "H", "H", "H", "H", "H"], "xyz": [[3.53733, -2.43059, 1.26289], [3.84748, -1.57857, 0.48361], [4.08393, -0.58348, -0.54532], [3.63163, 0.82282, -0.13265], [2.23945, 0.90387, 0.49440], [1.24373, 1.43091, -0.47662], [1.04615, 0.43926, -1.51052], [1.62478, 0.38047, -2.55380], [-0.08647, -0.43355, -1.03938], [-0.45729, -1.70858, -1.40923], [-1.56461, -2.25081, -0.77798], [-2.27802, -1.52914, 0.15577], [-1.91435, -0.23926, 0.51148], [-2.62671, 0.45902, 1.44389], [-3.42412, 1.51533, 0.89944], [-4.82704, 1.03896, 0.58658], [-0.78070, 0.28789, -0.09475], [-0.06531, 1.60950, 0.07479], [-0.52888, 2.62423, 0.50317], [3.14445, -3.08245, 1.99908], [5.16210, -0.54421, -0.70503], [3.65972, -0.90562, -1.49093], [3.63741, 1.47891, -0.99662], [4.37649, 1.22172, 0.54866], [2.27913, 1.60538, 1.32180], [1.90382, -0.04886, 0.91100], [0.11044, -2.25628, -2.14611], [-1.88859, -3.25254, -1.00903], [-3.14810, -1.98099, 0.60792], [-2.99078, 1.91097, -0.01601], [-3.43214, 2.32455, 1.62111], [-4.76167, 0.19201, -0.09469], [-5.36130, 0.75948, 1.48818], [-5.39198, 1.81965, 0.08491]], "lumo_energy_ev": -0.10, "smiles": "C#CCCCN1C(=O)c2cccc(OCC)c2C1=O", "e_homo_ev": -9.6}


--- Q ---
{"formula": "C15H15NO3", "method": "wB97M-V/def2-TZVPD", "species": ["C", "H", "O", "C", "C", "C", "C", "C", "C", "H", "H", "C", "N", "C", "C", "C", "C", "C", "C", "H", "H", "C", "O", "O", "H", "H", "H", "H", "H", "H", "H", "H", "H", "H"], "xyz": [[-0.70148, 1.94841, -5.46977], [-0.75532, 0.74327, -5.59512], [0.57114, 2.18372, -4.72620], [0.73003, 1.70273, -3.62227], [-0.19926, 0.71476, -3.06138], [0.20384, 0.48956, -1.76247], [1.33012, 0.99751, -1.16417], [2.36396, 1.60687, -1.85075], [2.02675, 2.10212, -3.12080], [2.55398, 2.80128, -3.57857], [3.42513, 2.09671, -1.31450], [1.96842, 0.30319, 0.18365], [0.62349, 0.49360, 1.12281], [0.13543, -0.21671, 2.04797], [0.54202, -1.66475, 2.19016], [-0.25158, -2.25169, 3.04940], [-1.56834, -1.95359, 3.65298], [-1.90463, -0.58017, 3.38434], [-1.03773, 0.08533, 2.68832], [-1.46198, 1.30043, 2.42582], [-2.72764, -0.39207, 3.78826], [-2.10982, -2.61602, 4.53845], [-3.13148, -2.43591, 5.13955], [-1.63697, -3.85863, 4.76016], [-1.99617, -4.74082, 5.29397], [0.15258, -3.43160, 3.34891], [1.27052, -1.94452, 1.76860], [0.47931, 1.50995, 1.16099], [2.71272, 0.92978, 0.57198], [1.91224, -0.70689, 0.28483], [-0.26250, -0.27744, -1.14735], [-0.98280, 0.45331, -3.47529], [-0.61854, 2.42575, -6.45334], [-1.65544, 2.18255, -5.05918]], "lumo_energy_ev": 0.47, "smiles": "COc1ccc(CNc2ccc(C(=O)O)cc2)cc1", "e_homo_ev": -7.6}


Of them, the most stable is P and the least stable is Q.


--- P ---
{"formula": "C2H3NS3", "method": "wB97M-V/def2-TZVPD", "species": ["C", "C", "H", "H", "H", "N", "S", "S", "S"], "xyz": [[-0.74875, 0.06608, 0.00448], [0.59838, -0.44471, 0.09227], [-1.81448, 1.92225, 0.14772], [-0.01495, 2.00233, 0.83625], [2.24711, -2.34572, -0.36328], [-0.84915, 1.44077, 0.18448], [-2.06920, -0.98244, -0.45969], [0.83596, -2.14060, 0.06283], [1.81509, 0.48204, -0.50509]], "lumo_energy_ev": -1.77, "smiles": "NC(=S)C(=S)S", "e_homo_ev": -8.6}


--- Q ---
{"formula": "C2H3NS3", "method": "wB97M-V/def2-TZVPD", "species": ["C", "C", "N", "S", "S", "S", "H", "H", "H"], "xyz": [[-2.36823, -0.43825, -0.04072], [-1.01141, -0.28539, 0.24750], [1.43370, -1.09830, -0.05021], [-3.33137, -1.75160, -0.11764], [-0.07096, -1.64342, 0.11009], [2.72314, -2.01551, -0.05281], [-2.80887, 0.55440, -0.08699], [-0.55465, 0.77491, 0.23024], [3.46625, -0.97855, -0.00851]], "lumo_energy_ev": [-1.17, -1.72], "e_homo_ev": [-8.2, -8.1]}


Of them, the most stable is P and the least stable is Q.


--- P ---
{"formula": "CH11NO3", "method": "wB97M-V/def2-TZVPD", "species": ["H", "O", "N", "H", "H", "H", "C", "H", "H", "H", "O", "H", "H", "O", "H", "H"], "xyz": [[0.17718, -0.77226, 0.50597], [0.64950, -1.42336, -0.29834], [-0.40847, 0.25322, 1.17300], [0.02369, -2.17552, -0.37043], [-0.47810, 1.08677, 0.58913], [0.17783, 0.64598, 1.91260], [-1.78374, 0.07200, 1.75565], [-1.70832, -0.57767, 2.62557], [-2.20566, 1.01801, 2.05314], [-2.31970, -0.46075, 0.96329], [3.23094, -1.02998, -1.50871], [2.83121, -0.32414, -0.98224], [2.55445, -1.71303, -1.62832], [-1.69551, 2.11120, -0.86684], [-1.58340, 1.37914, -1.50683], [-1.21928, 2.70692, -1.46877]], "lumo_energy_ev": 0.39, "e_homo_ev": -9.7}


--- Q ---
{"formula": "CH11NO3", "method": "wB97M-V/def2-TZVPD", "species": ["C", "N", "H", "H", "H", "H", "H", "H", "H", "O", "H", "H", "O", "H", "H", "O"], "xyz": [[-1.42557, -0.30113, -2.09678], [-1.22829, 0.87397, -1.21291], [-2.42371, -0.69814, -1.97793], [-1.30142, 0.01215, -3.13531], [-0.58814, -0.97961, -1.97132], [-0.66043, 0.56482, -0.42425], [-2.08824, 1.08368, -0.74169], [0.68955, -1.60147, 4.68837], [0.45552, -2.75642, 3.72815], [1.08366, -2.10440, 3.97819], [1.72719, 0.12980, 0.51146], [1.60264, -0.86877, 1.73170], [1.27024, -0.04266, 1.30893], [0.30896, 1.73973, -1.38595], [1.32945, 2.95016, -1.55505], [1.24859, 1.99829, -1.44561]], "lumo_energy_ev": 0.77, "smiles": "CN.O.O.O", "e_homo_ev": -9.9}


Of them, the most stable is Q and the least stable is P.


--- P ---
{"formula": "C2H14O4S", "method": "wB97M-V/def2-TZVPD", "species": ["C", "C", "S", "H", "H", "H", "H", "H", "H", "H", "H", "O", "H", "H", "O", "H", "H", "O", "H", "H", "O"], "xyz": [[1.11167, -1.26638, 1.64289], [-0.29584, -0.63548, 1.80264], [-0.90209, -0.50451, 3.53829], [1.33536, -1.21260, 0.53614], [1.81083, -0.66446, 2.15979], [1.24789, -2.36913, 1.75432], [-1.06704, -1.09786, 1.13149], [-0.38597, 0.35441, 1.42629], [0.09352, 0.34129, 3.87573], [2.85843, 3.62305, -1.36068], [1.75181, 2.46662, -1.06742], [1.89732, 3.45480, -1.06709], [-0.70016, -2.60789, -1.12376], [-1.65395, -1.63676, -1.83513], [-0.76654, -1.71846, -1.48437], [1.90547, 0.11288, -1.28691], [0.55409, 0.03061, -1.40447], [1.22326, 0.73879, -1.33239], [-3.49675, 0.65470, -1.24040], [-3.03930, 1.37661, -2.48717], [-3.48202, 0.55975, -2.17781]], "lumo_energy_ev": 0.21, "smiles": "CCS.O.O.O.O", "e_homo_ev": -9.1}


--- Q ---
{"formula": "C2H14O4S", "method": "wB97M-V/def2-TZVPD", "species": ["C", "C", "S", "H", "H", "H", "H", "H", "H", "H", "H", "O", "H", "H", "O", "H", "H", "O", "H", "H", "O"], "xyz": [[1.06613, -2.92081, -0.59232], [1.26622, -1.61421, 0.12431], [2.81792, -0.78666, -0.27476], [0.60852, -2.82313, -1.58024], [0.40622, -3.59656, -0.04166], [2.01146, -3.43143, -0.76876], [0.42263, -0.93204, 0.02407], [1.33531, -1.80276, 1.19862], [2.43903, -0.01487, -1.26808], [-0.83845, 0.29324, 1.92944], [-2.14257, 1.21658, 1.63857], [-1.22808, 1.16457, 1.93607], [-1.87245, 0.85599, -1.90601], [-0.97877, 0.60383, -0.69090], [-1.70974, 0.25853, -1.18479], [-4.35237, 1.72863, 0.10949], [-3.17958, 0.80158, -0.08025], [-3.60096, 1.37244, 0.57262], [-0.46062, 1.97023, 0.47921], [0.55398, 3.02733, 0.27961], [0.02480, 2.42073, -0.23276]], "lumo_energy_ev": 0.49, "smiles": "CCS.O.O.O.O", "e_homo_ev": -9.1}


Of them, the most stable is Q and the least stable is P.